Here is a molecular structure, C46H69AsCsF3N3O9SSi in a non-equilibrium geometry from the Open Molecules 2025 dataset. Energies are from wB97M-V/def2-TZVPD.

Cartesian coordinates (Å):
Cs -0.165593 -0.330900 0.114673
C -4.196568 -1.072127 2.567793
C -3.712428 -0.074104 3.616577
C -4.329120 -0.403954 4.974921
C -4.099732 1.338441 3.209134
O -2.266505 -0.099093 3.648009
Si -1.170844 -1.021116 4.437643
S 0.703882 -0.826302 3.651733
O -1.755290 -2.584010 4.254360
C -1.490347 -3.751448 5.068687
C -1.769209 -4.949969 4.173374
C -0.045782 -3.792230 5.550573
C -2.455340 -3.733198 6.247583
O -1.300448 -0.790399 6.070855
C -0.783904 0.240291 6.924705
C 0.668055 -0.075707 7.267016
C -0.899013 1.606462 6.259793
C -1.635068 0.193765 8.188074
H -5.284065 -1.017752 2.450868
H -3.933718 -2.086236 2.870899
H -3.733551 -0.859262 1.601878
H -5.418995 -0.335403 4.909171
H -3.986992 0.298774 5.735641
H -4.064508 -1.412998 5.296494
H -5.184114 1.443242 3.128606
H -3.647262 1.592833 2.246883
H -3.729229 2.055571 3.948247
H -1.054731 -4.994079 3.346915
H -2.780205 -4.884096 3.759957
H -1.695837 -5.880287 4.743032
H 0.642354 -3.739371 4.706027
H 0.130662 -4.725132 6.094738
H 0.170084 -2.955861 6.220991
H -3.489327 -3.751528 5.889491
H -2.300542 -2.833395 6.845683
H -2.302723 -4.613752 6.878931
H 1.273699 -0.120986 6.361088
H 0.728821 -1.045355 7.770461
H 1.084737 0.684163 7.936769
H -0.268650 1.664288 5.367345
H -0.584547 2.398963 6.944894
H -1.930673 1.804183 5.957096
H -1.584053 -0.804324 8.631473
H -2.679067 0.413217 7.949296
H -1.285449 0.922285 8.924555
O 0.188081 -4.557901 0.588918
H -0.424811 -3.961599 1.054368
H 0.390921 -4.084840 -0.225690
O -1.778131 -2.793406 1.577829
H -1.763277 -2.675163 2.542524
H -2.648022 -3.170274 1.397726
O 2.052356 2.039264 3.792884
H 2.695707 1.887077 3.085297
H 1.679129 1.136437 3.935003
O -1.003783 3.702240 -0.969689
H -0.045095 3.690587 -0.850170
H -1.329525 3.602640 -0.062659
O 3.640531 -0.152192 2.433426
H 2.775226 -0.534677 2.649302
H 4.174632 -0.348042 3.206813
O 1.209153 -1.281684 -1.995327
N -0.139697 -1.912452 -2.352241
N -0.228072 3.083038 2.782215
C -1.159893 3.385378 2.161202
H 0.665089 2.714008 3.193999
F -6.271948 3.449705 -5.755840
C -6.172676 2.127508 -5.918915
F -7.378390 1.611291 -5.631523
F -6.007843 1.921174 -7.239597
C -5.085592 1.519727 -5.113526
C -4.952228 0.137402 -5.104917
C -3.931411 -0.463328 -4.390509
C -3.022060 0.321501 -3.661179
C -3.190524 1.721782 -3.657475
C -4.203932 2.311525 -4.385483
C -0.988583 -1.011764 -2.735121
C -1.954552 -0.261952 -2.944531
H -5.642050 -0.483715 -5.665568
H -3.818932 -1.540960 -4.395583
H -2.512929 2.328074 -3.066767
H -4.313348 3.387291 -4.376364
C -1.741251 0.320698 -7.657365
C -0.698369 0.337934 -6.576024
C 0.045394 -0.795877 -6.276113
C 0.920726 -0.840991 -5.194291
C 1.649557 -2.130634 -4.919731
C 1.034007 0.305318 -4.391738
As 1.980066 0.126644 -2.716966
N 1.762295 1.250293 -1.402929
C 2.483183 2.395914 -1.181042
C 3.446629 2.977487 -2.020469
C 4.107257 4.149425 -1.664897
C 3.831459 4.796778 -0.472675
C 2.874151 4.239373 0.375802
C 2.216510 3.072420 0.036471
C 3.847210 -0.362672 -2.970774
C 4.546547 0.144968 -4.072052
C 3.936998 1.034931 -5.127518
C 5.897389 -0.168459 -4.206782
C 6.563873 -0.964903 -3.287951
C 8.020089 -1.298490 -3.455443
C 5.854674 -1.432879 -2.189980
C 4.507897 -1.142113 -1.997441
C 3.848037 -1.664479 -0.749966
C 0.337179 1.482411 -4.701891
C 0.407363 2.728253 -3.864190
C -0.504926 1.477157 -5.807512
H -1.556054 -0.471846 -8.384758
H -1.798361 1.271770 -8.189462
H -2.724075 0.142339 -7.205399
H -0.068352 -1.686860 -6.887929
H 1.653047 -2.745546 -5.820357
H 1.145620 -2.671723 -4.114157
H 2.684443 -1.979287 -4.621136
H 3.702608 2.515694 -2.965390
H 4.846375 4.554477 -2.348529
H 4.341728 5.711785 -0.201000
H 2.634133 4.725536 1.315878
H 1.486814 2.655265 0.730526
H 3.278590 1.806658 -4.730049
H 3.332926 0.465823 -5.838286
H 4.732319 1.531096 -5.681774
H 6.444480 0.236407 -5.052786
H 8.420279 -0.884828 -4.382495
H 8.165350 -2.381860 -3.480276
H 8.619287 -0.910954 -2.627806
H 6.359333 -2.034173 -1.438173
H 4.598343 -2.052017 -0.061738
H 3.135669 -2.451995 -0.974477
H 3.315041 -0.874769 -0.226312
H -0.036967 2.565511 -2.880567
H -0.143454 3.533911 -4.351497
H 1.428153 3.074966 -3.697260
H -1.063605 2.380309 -6.037086

Forces on the atoms, in the same order (eV/Å):
-0.875 0.264 1.652
-0.072 0.012 -0.015
0.159 -0.070 0.009
0.101 -0.050 0.035
0.214 0.192 -0.053
-0.563 0.181 -0.209
0.104 -0.217 0.332
0.043 0.092 -0.070
0.013 0.023 0.345
-0.070 0.064 -0.117
-0.027 -0.112 -0.106
0.095 0.076 0.063
-0.089 -0.028 0.086
0.043 0.201 0.124
0.015 -0.076 -0.046
0.115 -0.032 0.064
0.003 0.129 -0.143
-0.106 -0.030 0.019
0.091 0.051 0.058
-0.053 0.029 0.025
-0.013 -0.012 0.068
0.068 -0.003 -0.028
0.032 0.003 0.000
0.024 0.035 -0.017
0.023 -0.048 0.015
-0.045 -0.013 0.084
-0.043 -0.055 -0.077
-0.067 0.016 0.059
0.057 0.003 0.023
0.019 0.060 -0.010
-0.029 0.007 0.023
-0.038 0.042 -0.039
-0.027 -0.069 -0.087
0.066 0.037 0.011
-0.031 -0.072 -0.051
0.026 0.043 -0.037
-0.040 0.007 0.019
-0.011 0.050 -0.035
-0.071 -0.039 -0.062
-0.080 -0.054 0.087
0.003 -0.080 -0.001
0.042 -0.041 0.016
-0.012 0.061 -0.020
0.048 -0.022 0.013
0.008 -0.030 -0.056
0.105 0.037 0.000
-0.049 -0.017 -0.094
-0.045 -0.031 -0.051
-0.103 -0.166 -0.661
0.084 -0.090 0.397
0.186 0.067 -0.096
-0.117 0.057 -0.104
0.080 -0.047 0.028
-0.070 0.018 0.036
0.046 -0.113 0.128
0.054 0.028 -0.097
-0.125 0.090 -0.022
0.002 0.117 -0.136
-0.043 -0.075 0.002
0.062 -0.033 0.089
0.422 -0.446 -0.507
0.400 0.321 -0.480
0.144 -0.115 -0.098
0.046 -0.002 0.035
-0.097 0.083 0.078
-0.013 0.500 0.099
0.114 -0.102 0.039
-0.483 -0.213 0.181
0.128 -0.082 -0.533
0.075 0.096 0.081
0.150 -0.240 0.104
-0.109 0.082 -0.076
0.331 0.501 0.004
-0.010 -0.160 -0.012
0.068 -0.116 0.040
-0.461 -0.021 0.047
0.155 -0.664 0.227
-0.016 0.074 -0.002
0.014 0.063 0.013
-0.030 -0.005 -0.024
-0.031 0.002 -0.020
-0.102 -0.051 -0.028
0.042 -0.050 -0.026
0.021 0.017 -0.013
-0.031 0.124 -0.016
-0.070 -0.035 -0.043
-0.017 -0.011 -0.073
-0.042 0.010 0.274
0.049 -0.082 -0.647
-0.037 0.052 0.276
0.116 0.162 0.041
-0.046 -0.089 -0.061
-0.071 -0.036 0.104
0.043 0.068 -0.066
0.046 0.001 0.030
-0.011 -0.050 0.056
0.073 0.023 0.058
-0.056 -0.102 -0.176
0.052 -0.037 0.016
-0.043 0.074 -0.019
0.097 -0.075 -0.055
-0.112 -0.007 0.022
0.008 0.074 -0.148
0.059 0.085 0.024
-0.007 -0.036 -0.033
-0.075 0.046 0.006
0.046 0.030 0.104
0.001 0.022 0.045
0.042 -0.006 0.049
0.079 0.014 -0.056
-0.012 0.050 0.038
-0.030 -0.025 0.040
0.028 0.006 -0.077
0.102 0.067 0.023
-0.036 -0.044 0.096
-0.020 0.010 0.042
0.001 -0.016 -0.025
0.009 -0.025 -0.032
0.112 -0.013 -0.224
0.032 -0.025 0.013
0.066 -0.017 0.016
0.006 0.031 -0.020
-0.021 -0.023 0.015
-0.038 -0.008 0.041
0.003 0.058 0.003
-0.071 0.003 -0.012
-0.005 0.042 -0.075
-0.011 0.003 -0.044
-0.090 -0.088 -0.049
-0.079 0.102 0.041
-0.004 -0.019 -0.043
0.024 -0.027 0.021
0.054 -0.027 -0.009
0.013 -0.074 0.009

**ΔE to the lowest compared entry with this formula, charge and spin**: 0.0 kcal per mole
**2S+1**: 1
**HOMO**: -4.746 eV
**Net charge**: -1
**LUMO level**: 0.072 hartree
**HOMO-LUMO gap**: 6.7 eV